# C4H9NOS

A cluster of 2 separate species, C4H9NOS in total at a distorted geometry (ωB97M-V with the def2-TZVPD basis set, OMol25).

Bonds (Å) are listed after each position.
Positions of all 16 atoms, in Å:
1 C -1.33289 0.38306 -1.32163  C2 1.480, C3 1.489
2 C -2.34797 0.55277 -0.25825  C1 1.480, C3 1.493, H8 1.082, H9 1.081
3 C -2.22786 -0.75352 -0.97077  C1 1.489, C2 1.493, H10 1.081, H11 1.079
4 C 2.31980 -1.02554 0.78341  S7 1.840, H12 1.082, H13 1.084, H14 1.082
5 N 1.67008 1.27831 -0.29510  S7 1.716, H15 1.013, H16 1.014
6 O 0.30772 0.38137 1.69351  S7 1.461
7 S 0.81549 -0.04191 0.39091  C4 1.840, N5 1.716, O6 1.461
8 H -1.97596 0.63414 0.75421  C2 1.082
9 H -3.18943 1.20051 -0.46232  C2 1.081
10 H -2.97467 -1.02724 -1.70292  C3 1.081
11 H -1.79918 -1.59962 -0.45595  C3 1.079
12 H 2.95726 -0.43587 1.42922  C4 1.082
13 H 2.00589 -1.92933 1.29250  C4 1.084
14 H 2.82411 -1.26454 -0.14342  C4 1.082
15 H 1.16027 1.61320 -1.10370  N5 1.013
16 H 1.78734 2.03422 0.37030  N5 1.014

Kohn-Sham gap	8.4	eV
ΔE to the lowest compared entry with this formula, charge and spin	581.7	kJ/mol